(1)
ORCA calculation (ωB97M-V with the def2-TZVPD basis set) on C8H9NS in the gas phase.

Structure (XYZ):
```
19
C8H9NS | OMol25 | ωB97M-V with the def2-TZVPD basis set
C 1.544 -2.435 1.089
C 0.383 -2.235 0.457
C 2.630 -1.527 1.311
C -0.208 -0.936 0.096
C 2.833 -0.268 0.947
C -1.307 1.975 -0.207
C -1.065 1.526 -1.580
C -0.011 1.421 -0.551
N 0.434 0.159 -0.144
S 3.458 1.151 0.755
H 1.786 -3.456 1.478
H -0.262 -3.053 0.400
H 3.483 -1.840 1.869
H -1.290 -1.063 0.125
H -1.256 2.994 0.115
H -1.887 1.288 0.324
H -1.538 0.624 -1.907
H -0.954 2.275 -2.240
H 0.910 1.933 -0.536
```

Output
Total charge: 0
SMILES: S=C=C/C=C\C=N\C1CC1

Atomic partial charges in e from the natural (NBO) method, atoms 1 to 2: -0.13, -0.28

(2)
ORCA calculation (ωB97M-V with the def2-TZVPD basis set) on a molecular structure, C8H9NS3.

Structure (XYZ):
```
21
C8H9NS3 | OMol25 | ωB97M-V with the def2-TZVPD basis set
C -1.770 0.288 -2.252
C -0.596 0.705 -2.904
C -1.702 -0.346 -1.029
C 0.659 0.689 -2.341
C -0.408 -0.614 -0.479
C 0.704 -0.157 -1.122
C 1.616 0.523 1.285
C 0.632 -0.274 2.071
N -0.295 -1.271 0.651
S 2.248 -0.242 -0.259
S -0.757 0.814 2.449
S 1.063 -1.415 3.371
H -2.686 0.386 -2.811
H -0.813 1.419 -3.659
H -2.551 -0.549 -0.429
H 1.492 1.188 -2.784
H 1.113 1.501 0.947
H 2.401 0.839 1.861
H -1.119 -1.447 1.163
H -1.343 0.159 3.380
H 2.113 -2.196 2.891
```

Output
Total charge: 0

Atomic partial charges in e from the natural (NBO) method, atoms 1 to 2: -0.19, -0.25

(3)
ORCA calculation (ωB97M-V with the def2-TZVPD basis set) on a molecular structure, C8H9O5S2.

Structure (XYZ):
```
24
C8H9O5S2 | OMol25 | ωB97M-V with the def2-TZVPD basis set
C -1.484 -1.506 0.896
C -2.024 -0.199 0.327
C 0.190 0.438 1.824
C -0.059 -1.708 0.447
C 0.208 0.226 0.281
C -1.257 -2.086 -2.062
C 1.881 3.154 0.299
C 1.384 0.534 -0.577
O -0.872 -0.022 2.304
O -2.155 -2.334 1.468
O -3.179 0.128 0.254
O 1.148 0.960 2.379
O -1.037 0.555 -0.226
S 0.219 -2.531 -1.094
S 1.418 2.249 -1.208
H 0.632 -2.086 1.190
H -2.145 -2.490 -1.577
H -1.122 -2.536 -3.043
H -1.329 -1.004 -2.151
H 1.619 2.546 1.161
H 1.330 4.089 0.307
H 2.951 3.349 0.285
H 1.386 -0.089 -1.475
H 2.298 0.365 -0.009
```

Output
Total charge: -1

Atomic partial charges in e from the natural (NBO) method, atoms 1 to 2: 0.48, 0.72

(4)
ORCA calculation (ωB97M-V with the def2-TZVPD basis set) on 15 unconnected molecules or ions with the total composition C90H75N15O30.

Structure (XYZ):
```
210
C90H75N15O30 | OMol25 | ωB97M-V with the def2-TZVPD basis set
C -11.221 14.437 -16.707
C -10.398 15.382 -16.097
C -9.154 14.967 -15.649
C -8.609 13.709 -15.946
C -9.361 12.849 -16.740
C -10.665 13.222 -17.066
N -7.268 13.292 -15.531
O -6.809 12.245 -15.906
O -6.677 14.118 -14.857
H -12.229 14.717 -16.979
H -10.870 16.296 -15.763
H -8.517 15.646 -15.096
H -9.032 11.895 -17.124
H -11.134 12.525 -17.753
C -15.470 7.046 -15.087
C -16.061 7.278 -16.328
C -15.278 7.123 -17.462
C -13.970 6.737 -17.334
C -13.373 6.504 -16.127
C -14.131 6.659 -14.972
N -13.180 6.836 -18.562
O -12.004 7.140 -18.449
O -13.677 6.550 -19.634
H -16.117 7.211 -14.233
H -17.105 7.554 -16.340
H -15.773 7.435 -18.372
H -12.311 6.299 -16.095
H -13.547 6.563 -14.067
C -6.957 14.531 -22.522
C -7.415 13.704 -21.507
C -8.689 13.919 -20.984
C -9.491 14.935 -21.519
C -8.966 15.743 -22.516
C -7.712 15.576 -23.055
N -10.899 14.993 -21.222
O -11.604 15.801 -21.794
O -11.341 14.171 -20.430
H -5.971 14.351 -22.937
H -6.819 12.965 -20.993
H -9.087 13.258 -20.226
H -9.597 16.568 -22.832
H -7.312 16.237 -23.808
C -14.562 16.543 -14.578
C -13.637 17.326 -15.272
C -12.726 18.079 -14.565
C -12.727 18.052 -13.175
C -13.569 17.241 -12.462
C -14.506 16.505 -13.194
N -11.795 18.955 -12.485
O -11.087 19.686 -13.138
O -11.846 18.983 -11.271
H -15.343 15.982 -15.067
H -13.507 17.421 -16.344
H -12.095 18.785 -15.087
H -13.561 17.169 -11.385
H -15.266 15.959 -12.651
C -19.702 9.998 -14.814
C -18.692 10.117 -13.882
C -18.930 9.707 -12.582
C -20.198 9.344 -12.181
C -21.252 9.313 -13.084
C -20.980 9.626 -14.411
N -20.424 8.842 -10.823
O -19.549 8.137 -10.348
O -21.435 9.188 -10.250
H -19.527 10.260 -15.849
H -17.698 10.365 -14.228
H -18.151 9.833 -11.841
H -22.287 9.035 -12.944
H -21.790 9.555 -15.124
C -15.120 14.970 -17.865
C -14.392 13.977 -18.504
C -14.779 12.645 -18.377
C -15.970 12.339 -17.752
C -16.763 13.336 -17.185
C -16.315 14.639 -17.237
N -16.416 10.947 -17.719
O -17.096 10.648 -16.755
O -15.998 10.170 -18.543
H -14.770 15.991 -17.958
H -13.443 14.122 -19.008
H -14.170 11.890 -18.858
H -17.738 13.077 -16.796
H -16.806 15.474 -16.753
C -14.088 20.013 -22.033
C -13.164 20.744 -21.303
C -12.503 20.143 -20.241
C -12.772 18.801 -19.969
C -13.597 18.025 -20.789
C -14.212 18.651 -21.856
N -12.174 18.217 -18.786
O -12.214 17.008 -18.669
O -11.775 18.950 -17.900
H -14.588 20.551 -22.830
H -13.003 21.780 -21.565
H -11.927 20.678 -19.499
H -13.812 16.981 -20.620
H -14.907 18.085 -22.462
C -22.055 8.194 -18.910
C -21.090 8.785 -18.092
C -20.160 9.641 -18.637
C -20.165 9.950 -20.013
C -21.105 9.329 -20.820
C -22.013 8.437 -20.259
N -19.323 10.967 -20.555
O -18.623 11.633 -19.806
O -19.264 11.082 -21.765
H -22.751 7.482 -18.488
H -21.119 8.539 -17.040
H -19.340 10.051 -18.059
H -21.092 9.510 -21.885
H -22.706 8.029 -20.985
C -14.291 22.034 -15.942
C -14.373 21.831 -17.314
C -14.916 20.623 -17.783
C -15.463 19.704 -16.893
C -15.321 19.934 -15.541
C -14.831 21.116 -15.054
N -16.162 18.535 -17.432
O -16.085 18.184 -18.591
O -16.750 17.854 -16.599
H -13.815 22.945 -15.602
H -13.974 22.564 -17.999
H -14.913 20.438 -18.850
H -15.730 19.170 -14.890
H -14.803 21.407 -14.012
C -22.912 13.560 -21.238
C -23.150 12.482 -20.406
C -22.530 12.391 -19.187
C -21.630 13.373 -18.789
C -21.373 14.480 -19.601
C -22.020 14.557 -20.835
N -20.873 13.185 -17.556
O -19.976 13.970 -17.321
O -21.151 12.252 -16.824
H -23.342 13.597 -22.230
H -23.699 11.636 -20.801
H -22.727 11.540 -18.549
H -20.788 15.279 -19.171
H -21.799 15.395 -21.481
C -13.700 10.085 -15.463
C -12.907 9.995 -16.605
C -11.563 9.659 -16.502
C -10.980 9.479 -15.250
C -11.775 9.595 -14.129
C -13.145 9.867 -14.195
N -9.532 9.382 -15.067
O -9.132 8.947 -14.011
O -8.794 9.630 -16.007
H -14.770 10.182 -15.607
H -13.249 10.265 -17.596
H -10.926 9.548 -17.371
H -11.370 9.692 -13.129
H -13.667 9.876 -13.250
C -15.465 10.142 -22.124
C -14.774 11.363 -22.272
C -14.312 11.738 -23.509
C -14.310 10.807 -24.544
C -14.948 9.592 -24.408
C -15.594 9.292 -23.207
N -13.750 11.128 -25.866
O -13.684 10.243 -26.683
O -13.418 12.276 -26.074
H -15.856 9.880 -21.150
H -14.662 11.933 -21.360
H -13.797 12.663 -23.743
H -15.024 8.896 -25.230
H -16.183 8.389 -23.117
C -10.921 6.994 -22.492
C -12.096 7.727 -22.408
C -12.061 8.861 -21.625
C -10.923 9.258 -20.978
C -9.774 8.465 -21.004
C -9.745 7.367 -21.840
N -11.008 10.473 -20.156
O -12.123 10.856 -19.813
O -9.986 11.016 -19.780
H -10.918 6.039 -23.007
H -12.945 7.315 -22.931
H -12.977 9.435 -21.550
H -8.936 8.769 -20.389
H -8.838 6.787 -21.930
C -16.761 14.173 -21.633
C -15.610 14.943 -21.733
C -15.250 15.384 -22.990
C -16.097 15.204 -24.090
C -17.189 14.364 -24.001
C -17.529 13.864 -22.739
N -15.739 15.837 -25.363
O -16.348 15.475 -26.349
O -14.927 16.739 -25.359
H -17.197 13.820 -20.702
H -14.966 14.986 -20.864
H -14.312 15.914 -23.106
H -17.777 13.916 -24.790
H -18.388 13.235 -22.551
C -20.129 17.667 -19.244
C -20.835 18.401 -20.178
C -20.266 18.740 -21.396
C -19.010 18.253 -21.671
C -18.264 17.479 -20.773
C -18.852 17.194 -19.568
N -18.416 18.596 -22.974
O -17.251 18.291 -23.140
O -19.088 19.174 -23.793
H -20.595 17.423 -18.298
H -21.850 18.713 -19.963
H -20.897 19.368 -22.007
H -17.283 17.099 -21.009
H -18.300 16.638 -18.820
```

Output
Total charge: 0

Atomic partial charges in e from the Mulliken method, atoms 1 to 2: -0.14, -0.59

| no. | HOMO (eV) |
| --- | --- |
| 1 | -7.76 |
| 2 | -7.74 |
| 3 | -4.92 |
| 4 | -9.44 |